Entry 1:
C10H17N | ωB97M-V/def2-TZVPD

Geometry as XYZ:
```
28
Properties=species:S:1:pos:R:3:forces:R:3
C -0.2598 -1.1637 -0.0068 4.29 2.68 -1.33
C 1.2934 -1.2304 -0.1096 1.32 -5.85 -0.84
C 2.0450 0.0150 0.0630 -1.31 -0.21 -0.03
C 3.4595 -0.0356 -0.3283 2.19 -0.23 -2.47
C 4.0883 1.2421 0.0624 -1.91 0.67 3.60
C -2.3658 1.2384 0.4341 0.47 -0.22 2.40
C -3.5729 1.5119 -0.1445 0.64 1.74 -2.36
C -4.3467 0.4602 -0.6256 -3.09 2.23 0.69
C -3.8928 -0.7492 -0.2600 0.19 -2.73 0.61
C -2.6868 -0.9137 0.5040 -1.39 -0.25 0.63
H -0.3776 -1.2116 1.0632 -0.48 -0.34 -0.10
H -0.3649 0.0369 -0.2566 -0.34 -3.64 -0.19
H -0.8465 -1.9207 -0.5678 0.66 0.93 0.11
H 1.7759 -1.7864 -1.0748 -1.58 1.20 1.76
H 1.6448 -1.9742 0.7486 -0.51 1.22 -1.64
H 1.4329 0.7786 -0.4551 0.88 0.27 0.03
H 2.0437 0.2322 1.1010 -0.30 0.73 1.18
H 3.6329 -0.1536 -1.4338 -0.72 0.08 0.58
H 4.2107 -0.7985 0.0246 -1.66 -0.01 0.44
H 4.0302 1.2769 1.2313 -0.08 0.45 -1.90
H 5.0726 1.1761 -0.1082 3.85 0.21 -0.89
H 3.6878 2.1463 -0.3645 -0.35 0.25 -0.11
H -1.6885 1.9990 0.6931 0.48 1.49 0.09
H -3.7398 2.5635 -0.5086 0.00 -1.14 0.73
H -5.4644 0.6997 -0.9799 2.85 -0.91 0.37
H -4.5715 -1.6048 -0.4490 0.99 0.22 0.08
H -2.3198 -1.8990 0.7629 -0.75 -0.18 0.13
N -1.9198 0.0647 0.9849 -4.35 1.32 -1.56
```
Positions in Å, forces in eV/Å.

E_tot   -12131.4767 eV
Energy relative to the best compared isomer or geometry (same formula, charge and spin)   127.8 kcal/mol
Net charge   0
Gap between HOMO and LUMO   9.9 eV
HOMO   -9.18 eV
SMILES   c1ccncc1.CCCCC
Strongest force on any atom   0.118 Eh/bohr



Entry 2:
C10H17N2 | ωB97M-V/def2-TZVPD

Geometry as XYZ:
```
29
Properties=species:S:1:pos:R:3:forces:R:3
C -1.4157 -1.3261 0.3893 -0.45 4.66 -1.62
C 1.7769 0.2019 -0.3780 0.13 -2.64 -0.37
C 3.1006 0.4114 -0.3001 0.15 0.52 0.34
C 0.3257 0.9115 1.7434 -0.41 1.53 -0.42
C -3.2217 -0.4486 -0.9485 2.79 0.29 -3.05
C -2.5138 0.9816 -1.0001 -3.00 -1.93 -1.47
C 0.7341 1.0974 0.2961 0.87 -0.80 -1.26
C -0.6406 0.6510 0.6595 -1.67 -3.51 -1.29
C -0.6006 -2.2850 0.9678 2.69 -4.04 1.82
C 4.3476 -0.3462 -0.8883 -0.91 2.82 1.19
N -2.4430 -1.4236 -0.2685 -0.21 -0.62 0.35
N -1.9126 1.3614 0.3031 1.17 2.95 -1.13
H 1.4504 -0.7910 -0.8745 0.17 1.73 0.77
H 3.3668 1.3542 0.2110 0.10 -0.40 -0.19
H 0.6490 0.0120 2.1640 0.66 -1.17 0.83
H 0.3648 1.7543 2.4297 -0.37 0.02 -0.24
H -4.1926 -0.4528 -0.5892 -1.88 0.30 1.10
H -3.3663 -0.8424 -2.0674 0.49 1.05 2.25
H -1.7900 0.9473 -1.7703 1.13 0.10 -0.43
H -3.3702 1.6169 -1.4087 1.42 0.05 1.26
H 0.9240 2.0769 -0.1331 -0.63 0.54 0.65
H 0.1511 -2.7779 0.2552 -1.00 1.07 0.64
H -1.2099 -3.1943 1.3129 0.70 1.43 -0.21
H 0.0021 -1.8609 1.7993 -0.48 -0.56 -0.41
H 4.1008 -1.3835 -1.0945 0.46 0.03 -0.10
H 4.4945 0.3030 -1.7939 0.44 -1.17 0.42
H 5.2317 -0.1256 -0.1637 -1.53 -0.92 -1.40
H -1.6972 2.4196 0.1852 -0.78 -1.81 0.96
H -2.6459 1.1576 0.9621 -0.05 0.47 1.00
```
Positions in Å, forces in eV/Å.

E_tot   -13614.2537 eV
Energy relative to the best compared isomer or geometry (same formula, charge and spin)   96.6 kcal/mol
Net charge   +1
Gap between HOMO and LUMO   9.1 eV
HOMO   -12.17 eV
Strongest force on any atom   0.101 Eh/bohr



Entry 3:
C10H17N2O4P | ωB97M-V/def2-TZVPD

Geometry as XYZ:
```
34
Properties=species:S:1:pos:R:3:forces:R:3
C 3.4328 -0.7971 -0.0354 -0.54 0.14 1.23
C 1.9985 -0.0680 0.0718 1.21 1.30 -0.02
C 2.2841 1.4455 0.6178 -0.88 -0.98 0.53
C 1.1957 0.0307 -1.3335 -0.26 -1.15 -0.20
C 1.9092 -0.8716 -2.4911 0.13 0.27 0.67
C -0.2941 -0.6081 -1.1150 1.44 -0.66 -1.98
O -1.3290 0.4010 -0.9453 -0.11 -1.16 2.44
C -1.9325 0.3747 0.3530 0.58 2.55 1.00
C -0.9127 0.6978 1.5603 1.26 -0.53 2.13
N -0.2292 0.8340 2.5311 -2.97 -0.57 -4.11
C -3.0026 1.6127 0.3621 0.64 1.40 0.27
C -2.3284 2.9331 0.9885 -0.61 2.30 0.70
N -2.0399 4.0035 1.4392 -1.05 -4.83 -2.01
P -2.9259 -1.1888 0.7498 -4.10 -3.87 -2.37
O -3.7696 -1.5714 -0.4913 2.94 1.44 3.31
O -1.9533 -2.5008 1.3002 -1.08 2.48 -1.03
O -4.0793 -0.9535 2.0141 4.30 -0.24 -0.86
H 4.0903 -0.4279 -0.8901 -1.05 -0.66 1.09
H 3.9902 -0.5452 0.9484 -0.84 -0.53 -1.56
H 3.2364 -1.9249 -0.0409 0.73 1.52 -0.30
H 1.4127 -0.6451 0.8859 0.76 1.00 -1.51
H 2.4019 1.3826 1.7666 0.04 0.28 -1.89
H 1.3527 2.0965 0.4185 1.67 -0.80 0.24
H 3.2290 1.8576 0.1288 -1.39 -0.41 0.63
H 1.1177 1.1169 -1.7213 -0.03 -1.73 0.84
H 2.9732 -0.4860 -2.7291 -1.78 -0.71 0.53
H 1.9731 -1.9412 -2.0563 0.01 1.59 -1.07
H 1.3374 -0.8537 -3.4790 0.55 -0.10 1.48
H -0.5507 -1.1823 -2.0886 0.15 1.00 1.59
H -0.2382 -1.3910 -0.2867 -0.25 1.31 -0.82
H -3.9493 1.3782 0.9523 1.44 0.31 -0.61
H -3.3211 1.8892 -0.7073 0.72 -0.69 1.58
H -1.5851 -2.9844 0.5206 -0.61 0.56 0.66
H -3.5392 -1.0366 2.8490 -1.00 0.16 -0.60
```
Positions in Å, forces in eV/Å.

E_tot   -31102.2255 eV
Energy relative to the best compared isomer or geometry (same formula, charge and spin)   0.0 kcal/mol
Net charge   0
Gap between HOMO and LUMO   10.6 eV
HOMO   -10.73 eV
SMILES   CC(C)[C@@H](C)CO[C@@](C#N)(CC#N)P(=O)(O)O
Strongest force on any atom   0.119 Eh/bohr



Entry 4:
C10H17N2PS | ωB97M-V/def2-TZVPD

Geometry as XYZ:
```
31
Properties=species:S:1:pos:R:3:forces:R:3
C 4.5325 -1.9128 0.5899 1.17 1.28 0.81
C 4.2854 -0.5587 0.5640 1.42 1.73 -0.42
C 3.3740 -2.7421 0.4269 -4.14 0.13 -1.28
C 3.1114 -0.0437 0.1679 2.58 3.33 0.87
C 2.1024 -2.1755 0.0874 1.73 -2.96 -0.13
C 1.9645 -0.8086 -0.0265 -4.14 -1.01 -0.53
C -3.0378 -2.1825 1.2688 0.98 2.75 2.76
C -1.4114 2.4640 -1.5042 0.43 -0.35 0.88
C -3.5653 -1.1176 0.3990 -0.10 0.66 -2.74
C -0.2810 2.5453 -0.4119 -0.58 -0.99 -0.51
N -2.9456 -0.5325 -0.5471 2.29 -1.93 2.35
N 0.6656 1.4398 -0.6253 -0.77 0.18 1.20
P 0.2638 -0.1248 -0.0930 1.38 0.46 -0.44
S -0.2738 -1.2540 -1.7989 -0.86 -0.63 -0.31
H 5.5027 -2.2900 0.8071 0.46 -0.40 0.06
H 5.0377 0.2360 0.6448 0.29 -0.86 0.27
H 3.5691 -3.7721 0.4149 -0.37 -1.41 0.02
H 3.1682 1.0379 0.0616 -0.69 -0.18 -0.15
H 1.2157 -2.7870 -0.2406 1.23 0.31 0.82
H -3.7170 -2.9507 1.2623 -1.67 -2.05 -0.21
H -2.0865 -2.5125 0.9404 1.04 -0.22 -0.08
H -3.0241 -1.8664 2.3981 0.26 -0.36 -2.03
H -1.8760 1.4253 -1.4916 0.53 1.51 0.25
H -2.1629 3.2669 -1.3469 0.34 -0.56 -0.37
H -0.8973 2.5296 -2.4669 -0.36 0.30 -0.07
H -1.6186 -1.4145 -1.4126 1.31 0.37 -0.24
H -4.6062 -1.0186 0.3109 -1.94 0.09 0.86
H 0.2782 3.4788 -0.3675 -0.09 0.17 -0.56
H -0.6994 2.4763 0.5968 -0.14 -0.32 -0.09
H -3.3445 -0.0562 -1.2994 -1.81 1.10 -0.61
H 1.4385 1.6456 -1.2227 0.21 -0.13 -0.38
```
Positions in Å, forces in eV/Å.

E_tot   -33744.3924 eV
Spin multiplicity   3
Net charge   0
⟨S²⟩   2.046
Gap between HOMO and LUMO (alpha / beta)   5.3 / 5.9 eV
HOMO (alpha / beta)   -4.57 / -8.33 eV
Strongest force on any atom   0.084 Eh/bohr



Please write out number 2 again, unchanged.
C10H17N2 | ωB97M-V/def2-TZVPD

Geometry as XYZ:
```
29
Properties=species:S:1:pos:R:3:forces:R:3
C -1.4157 -1.3261 0.3893 -0.45 4.66 -1.62
C 1.7769 0.2019 -0.3780 0.13 -2.64 -0.37
C 3.1006 0.4114 -0.3001 0.15 0.52 0.34
C 0.3257 0.9115 1.7434 -0.41 1.53 -0.42
C -3.2217 -0.4486 -0.9485 2.79 0.29 -3.05
C -2.5138 0.9816 -1.0001 -3.00 -1.93 -1.47
C 0.7341 1.0974 0.2961 0.87 -0.80 -1.26
C -0.6406 0.6510 0.6595 -1.67 -3.51 -1.29
C -0.6006 -2.2850 0.9678 2.69 -4.04 1.82
C 4.3476 -0.3462 -0.8883 -0.91 2.82 1.19
N -2.4430 -1.4236 -0.2685 -0.21 -0.62 0.35
N -1.9126 1.3614 0.3031 1.17 2.95 -1.13
H 1.4504 -0.7910 -0.8745 0.17 1.73 0.77
H 3.3668 1.3542 0.2110 0.10 -0.40 -0.19
H 0.6490 0.0120 2.1640 0.66 -1.17 0.83
H 0.3648 1.7543 2.4297 -0.37 0.02 -0.24
H -4.1926 -0.4528 -0.5892 -1.88 0.30 1.10
H -3.3663 -0.8424 -2.0674 0.49 1.05 2.25
H -1.7900 0.9473 -1.7703 1.13 0.10 -0.43
H -3.3702 1.6169 -1.4087 1.42 0.05 1.26
H 0.9240 2.0769 -0.1331 -0.63 0.54 0.65
H 0.1511 -2.7779 0.2552 -1.00 1.07 0.64
H -1.2099 -3.1943 1.3129 0.70 1.43 -0.21
H 0.0021 -1.8609 1.7993 -0.48 -0.56 -0.41
H 4.1008 -1.3835 -1.0945 0.46 0.03 -0.10
H 4.4945 0.3030 -1.7939 0.44 -1.17 0.42
H 5.2317 -0.1256 -0.1637 -1.53 -0.92 -1.40
H -1.6972 2.4196 0.1852 -0.78 -1.81 0.96
H -2.6459 1.1576 0.9621 -0.05 0.47 1.00
```
Positions in Å, forces in eV/Å.

E_tot   -13614.2537 eV
Energy relative to the best compared isomer or geometry (same formula, charge and spin)   96.6 kcal/mol
Net charge   +1
Gap between HOMO and LUMO   9.1 eV
HOMO   -12.17 eV
Strongest force on any atom   0.101 Eh/bohr



Please write out number 3 again, unchanged.
C10H17N2O4P | ωB97M-V/def2-TZVPD

Geometry as XYZ:
```
34
Properties=species:S:1:pos:R:3:forces:R:3
C 3.4328 -0.7971 -0.0354 -0.54 0.14 1.23
C 1.9985 -0.0680 0.0718 1.21 1.30 -0.02
C 2.2841 1.4455 0.6178 -0.88 -0.98 0.53
C 1.1957 0.0307 -1.3335 -0.26 -1.15 -0.20
C 1.9092 -0.8716 -2.4911 0.13 0.27 0.67
C -0.2941 -0.6081 -1.1150 1.44 -0.66 -1.98
O -1.3290 0.4010 -0.9453 -0.11 -1.16 2.44
C -1.9325 0.3747 0.3530 0.58 2.55 1.00
C -0.9127 0.6978 1.5603 1.26 -0.53 2.13
N -0.2292 0.8340 2.5311 -2.97 -0.57 -4.11
C -3.0026 1.6127 0.3621 0.64 1.40 0.27
C -2.3284 2.9331 0.9885 -0.61 2.30 0.70
N -2.0399 4.0035 1.4392 -1.05 -4.83 -2.01
P -2.9259 -1.1888 0.7498 -4.10 -3.87 -2.37
O -3.7696 -1.5714 -0.4913 2.94 1.44 3.31
O -1.9533 -2.5008 1.3002 -1.08 2.48 -1.03
O -4.0793 -0.9535 2.0141 4.30 -0.24 -0.86
H 4.0903 -0.4279 -0.8901 -1.05 -0.66 1.09
H 3.9902 -0.5452 0.9484 -0.84 -0.53 -1.56
H 3.2364 -1.9249 -0.0409 0.73 1.52 -0.30
H 1.4127 -0.6451 0.8859 0.76 1.00 -1.51
H 2.4019 1.3826 1.7666 0.04 0.28 -1.89
H 1.3527 2.0965 0.4185 1.67 -0.80 0.24
H 3.2290 1.8576 0.1288 -1.39 -0.41 0.63
H 1.1177 1.1169 -1.7213 -0.03 -1.73 0.84
H 2.9732 -0.4860 -2.7291 -1.78 -0.71 0.53
H 1.9731 -1.9412 -2.0563 0.01 1.59 -1.07
H 1.3374 -0.8537 -3.4790 0.55 -0.10 1.48
H -0.5507 -1.1823 -2.0886 0.15 1.00 1.59
H -0.2382 -1.3910 -0.2867 -0.25 1.31 -0.82
H -3.9493 1.3782 0.9523 1.44 0.31 -0.61
H -3.3211 1.8892 -0.7073 0.72 -0.69 1.58
H -1.5851 -2.9844 0.5206 -0.61 0.56 0.66
H -3.5392 -1.0366 2.8490 -1.00 0.16 -0.60
```
Positions in Å, forces in eV/Å.

E_tot   -31102.2255 eV
Energy relative to the best compared isomer or geometry (same formula, charge and spin)   0.0 kcal/mol
Net charge   0
Gap between HOMO and LUMO   10.6 eV
HOMO   -10.73 eV
SMILES   CC(C)[C@@H](C)CO[C@@](C#N)(CC#N)P(=O)(O)O
Strongest force on any atom   0.119 Eh/bohr



Question: strongest force on any atom of number 3 (C10H17N2O4P)?
Answer: 0.119 Eh/bohr